Density functional theory data (ωB97M-V/def2-TZVPD) for a structure of composition C14H14I2NNaO2PSe2.

The value obtained for the total energy is -180936.161 eV. Its largest force on an atom is 0.87 eV Å⁻¹. As for the net charge: -1.

Geometry (Å):
C: 1.475241 1.404078 -2.361090
Se: 1.203691 -1.570108 -0.686143
P: 0.012721 0.271634 -0.236115
H: -0.689585 -1.967663 4.821984
C: 2.108062 3.721139 -2.456798
H: 0.405892 3.046671 0.394032
H: 1.534074 -1.176104 4.499836
C: -3.961812 0.080894 -1.181779
Na: 0.117056 -2.519481 1.776088
H: -2.732338 -0.965450 -4.156408
H: 1.513585 4.924309 -0.782632
C: 0.867462 2.893307 -0.573414
C: -0.274798 -3.817282 3.762468
I: 3.855563 -0.471521 0.141989
H: 1.512229 0.405559 -2.777296
H: 2.596547 2.270674 -3.962653
I: 6.353394 0.543788 0.885951
H: 2.610926 4.534488 -2.964924
H: -0.612570 -0.674665 -2.937535
C: 0.122625 -2.687578 4.730994
C: 1.493736 3.940378 -1.233649
H: 0.362147 -3.104653 5.715964
N: 1.257950 -2.040222 4.052624
C: -2.744081 -0.614931 -3.132125
H: -2.760609 0.589605 0.533509
C: -1.556680 0.002654 -1.130545
C: -1.550912 -0.442300 -2.451165
H: 2.044772 -2.679540 4.065927
C: 2.097810 2.451858 -3.019080
Se: -0.281237 0.678823 1.814612
C: -3.951838 -0.352245 -2.497868
H: -4.900052 0.275482 -0.678022
C: 0.851572 1.621990 -1.135747
C: -2.766602 0.260593 -0.497910
O: 0.562029 -4.730190 3.639866
H: -4.884446 -0.495082 -3.029497
O: -1.291506 -3.608891 3.046560

Forces on the atoms, in the same order (eV/Å):
0.01 -0.03 0.02
-0.03 0.44 -0.02
0.54 -0.64 -0.25
0.00 -0.01 0.00
0.00 0.01 -0.01
0.00 0.01 0.00
0.01 0.00 -0.03
0.00 0.00 0.01
0.18 0.38 -0.13
0.00 0.00 0.00
0.00 0.00 0.00
-0.02 -0.01 0.00
0.07 -0.13 0.21
-0.21 -0.04 0.00
-0.01 0.00 0.00
0.00 0.00 0.00
-0.04 -0.02 -0.03
0.00 0.00 0.00
0.00 0.00 0.00
-0.15 -0.14 0.06
0.01 0.00 -0.01
0.08 0.08 0.00
0.04 -0.05 -0.03
0.01 0.00 0.00
0.00 0.01 0.00
-0.07 0.13 0.01
-0.01 0.00 -0.01
0.01 0.02 0.01
0.01 0.00 -0.01
-0.06 0.05 0.04
-0.03 0.00 0.00
-0.01 0.00 -0.01
-0.11 0.12 0.10
0.01 -0.01 -0.03
-0.02 -0.07 0.05
0.00 0.00 0.00
-0.25 -0.10 0.06